Entry from the OMol25 dataset: a 2-piece molecular cluster, C2H5NO3 overall (ωB97M-V with the def2-TZVPD basis set).

The orbital gap is 11.09 eV. Its electronic energy is -9787.16185 eV. The value obtained for the LUMO energy is 0.83 eV. The SMILES is O=C(O)O.C=N. The value obtained for the HOMO energy is -10.3 eV. Its spin multiplicity is 1.

Structure (XYZ):
```
11
Properties=species:S:1:pos:R:3:lowdin_charge:R:1
C -1.71685 -0.94599 0.97163 -0.097
C 1.33746 0.59090 -0.97323 -0.672
N -1.02681 0.01778 1.27825 0.053
O 0.92431 1.60550 -0.43044 0.073
O 0.97047 -0.57655 -0.50525 0.122
O 2.13002 0.50787 -2.02421 0.187
H -1.31604 -1.83780 0.48380 0.080
H 0.49358 -0.49961 0.32250 0.045
H -2.78717 -0.87200 1.21912 0.080
H -1.47654 0.67031 1.82942 0.045
H 2.46758 1.33960 -2.17158 0.085
```